# 1
The following is a quantum chemistry calculation of a structure of composition C29H35FN4O6Pd in a non-equilibrium geometry, from OMol25.

net charge	+2
multiplicity	3
frontier orbital gap (alpha / beta)	5.73 / 3.84	eV
energy relative to the best compared isomer or geometry (same formula, charge and spin)	52.5	kcal/mol

Element x y z (Å)
C  -0.88315  -2.25270  -7.07594
C  -1.24129  -1.25492  -8.04175
H  -1.12298  -3.32664  -7.33053
H  -1.30538  -1.93424  -6.01077
C  -1.19655  0.05849  -7.69324
C  -0.96392  0.44976  -6.13785
H  -1.98795  0.42713  -5.75742
H  -0.67828  1.49269  -6.17988
C  -1.65844  -1.75570  -9.45132
H  -1.53468  -2.84875  -9.49710
H  -1.03321  -1.32304  -10.24292
H  -2.71098  -1.55424  -9.71264
C  -1.55488  1.03243  -8.73639
H  -2.56581  0.85300  -9.14581
H  -0.91955  0.91156  -9.62843
H  -1.51131  2.08369  -8.45796
Pd  -0.25225  -0.16245  -0.60854
O  -0.32503  -0.60693  -2.87169
C  0.21380  0.04261  -3.77285
O  0.18090  1.65656  -1.37289
C  1.15248  1.72979  -2.16736
O  2.11772  2.63799  -2.08206
N  1.27557  0.93723  -3.31888
C  3.14491  2.29322  -3.11059
C  2.50902  1.31632  -4.04585
H  3.97993  1.86241  -2.55587
H  3.40576  3.23800  -3.57044
H  3.15737  0.45373  -4.24644
H  2.21460  1.77834  -4.98651
C  0.02444  -0.29600  -5.29999
C  -0.20017  -1.75006  -5.39708
H  0.98677  0.00995  -5.75720
H  -0.77258  -2.06650  -4.52913
H  0.74408  -2.34803  -5.46246
F  -0.84678  3.17235  5.75747
C  -0.42761  1.87753  5.53438
C  -0.26348  1.48915  4.21491
C  0.19061  0.19239  3.90650
C  0.26982  -0.27976  2.50103
O  -0.03749  0.43852  1.48735
C  0.72021  -1.63234  2.34043
C  1.19622  -2.33316  3.42070
N  0.92641  -1.97068  4.72271
C  1.09399  -2.92935  5.72993
C  0.94940  -4.39188  5.37694
C  2.27559  -3.86328  5.72757
C  0.48421  -0.67031  4.99474
C  0.36535  -0.23636  6.32572
C  -0.15797  1.03608  6.63817
N  -0.37214  1.41064  7.97858
C  0.71110  1.13740  8.92990
C  0.16392  0.81266  10.31431
N  -0.75056  1.89618  10.69931
C  -1.83838  2.22740  9.75143
C  -1.21865  2.51260  8.38738
C  0.80129  -2.27922  0.96403
O  1.72205  -3.07943  0.76821
O  -0.20264  -2.00742  0.15896
H  -0.45664  2.16853  3.39070
H  1.70514  -3.28537  3.28932
H  0.72511  -2.69662  6.73419
H  0.47269  -5.04438  6.12082
H  0.75117  -4.65376  4.32664
H  3.00690  -3.71139  4.92696
H  2.69452  -4.14409  6.70578
H  0.62563  -0.88856  7.15262
H  1.37561  2.03105  9.01837
H  1.32474  0.30130  8.56588
H  -0.40971  -0.11395  10.33987
H  0.96118  0.75236  11.05354
H  -1.15504  1.70697  11.61506
H  -0.17883  2.74805  10.75430
H  -2.37351  3.09865  10.12794
H  -2.52040  1.37669  9.74127
H  -0.62082  3.43996  8.46616
H  -2.00900  2.65365  7.65320

Atom charges from the Löwdin analysis, given in e for atoms 1 to 5: C 0.098; C -0.232; H 0.156; H 0.117; C -0.136



# 2
The following is a quantum chemistry calculation of a structure of composition C29H35N3O2P2PdSe2 in a non-equilibrium geometry, from OMol25.

net charge	-2
frontier orbital gap	4.57	eV
energy relative to the best compared isomer or geometry (same formula, charge and spin)	14.2	kcal/mol

Element x y z (Å)
Pd  0.68787  0.09319  0.82760
N  -2.23353  0.11276  0.15267
P  -1.02317  1.33742  0.15474
C  -2.04991  2.78037  0.68200
C  -3.07893  2.60364  1.60408
C  -3.82361  3.68521  2.05812
C  -3.53991  4.96546  1.60433
C  -2.49686  5.15508  0.70506
C  -1.75443  4.07467  0.25556
C  -0.95265  1.75668  -1.65357
C  0.28053  1.72126  -2.29318
C  0.37010  1.94476  -3.66431
C  -0.77202  2.18184  -4.41151
C  -2.01324  2.21524  -3.78169
C  -2.09398  2.01719  -2.41308
P  -1.43912  -1.40835  0.34978
C  -2.99792  -2.45216  0.33673
C  -2.88339  -3.83178  0.13040
C  -3.95573  -4.68573  0.32271
C  -5.18349  -4.18738  0.74742
C  -5.31209  -2.82721  0.97979
C  -4.23146  -1.97346  0.78068
C  -0.86522  -1.83805  -1.36960
C  -1.69606  -2.20437  -2.42978
C  -1.18917  -2.37443  -3.70967
C  0.16590  -2.17618  -3.95365
C  1.00248  -1.80234  -2.91401
C  0.48792  -1.63734  -1.63351
H  -3.01958  0.18900  -0.48666
H  -3.29431  1.60460  1.96458
H  -4.62542  3.52423  2.77000
H  -4.11627  5.81249  1.95842
H  -2.25967  6.15099  0.34912
H  -0.92828  4.23397  -0.42633
H  1.17201  1.48086  -1.71791
H  1.34167  1.91053  -4.14304
H  -0.70283  2.33411  -5.48286
H  -2.91415  2.39241  -4.35864
H  -3.06346  2.07434  -1.92554
H  -1.92911  -4.24019  -0.18609
H  -3.83183  -5.74879  0.14868
H  -6.02175  -4.85491  0.90914
H  -6.25765  -2.41969  1.32036
H  -4.34944  -0.91591  0.98382
H  -2.75731  -2.34821  -2.25755
H  -1.85410  -2.64881  -4.52133
H  0.55946  -2.29535  -4.95720
H  2.05532  -1.60899  -3.08229
H  1.15135  -1.27488  -0.84226
O  4.80415  -1.02075  4.05299
C  4.74727  -0.44695  2.74475
C  4.44192  -1.47030  1.65417
C  5.44535  -2.62909  1.74413
O  6.82641  -2.24447  1.70075
C  4.58565  -0.77694  0.29028
Se  3.31165  0.70362  -0.08316
C  3.04606  -2.13104  1.81397
Se  1.70303  -1.22437  2.93750
H  3.86469  -1.21088  4.24497
H  5.71293  0.03376  2.54964
H  3.97901  0.32545  2.70861
H  5.29430  -3.29922  0.89379
H  5.25830  -3.18889  2.66547
H  6.94262  -1.62116  2.42560
H  4.49644  -1.53133  -0.49614
H  5.58506  -0.34517  0.21483
H  3.16379  -3.13354  2.23313
H  2.62293  -2.25023  0.81554
N  2.26732  3.99655  2.45084
N  1.62784  3.49258  1.25118
H  3.04485  3.37846  2.68281
H  1.58714  3.87074  3.19166
H  1.58414  2.47379  1.33050
H  2.29365  3.65156  0.50166

Atom charges from the Löwdin analysis, given in e for atoms 1 to 5: Pd -0.101; N -0.424; P 0.808; C -0.340; C -0.107



# 3
The following is a quantum chemistry calculation of a structure of composition C29H35N7O2S3V in a non-equilibrium geometry, from OMol25.

net charge	+2
multiplicity	2
frontier orbital gap (alpha / beta)	6.03 / 6.41	eV
energy relative to the best compared isomer or geometry (same formula, charge and spin)	33.7	kcal/mol

Element x y z (Å)
V  -0.78381  0.99671  -0.59103
C  -3.02231  2.02111  -3.77003
C  -2.31781  2.31681  -2.48433
O  -1.64651  1.37271  -1.89293
C  -2.32321  3.55361  -1.89593
C  -1.62611  3.85441  -0.68623
C  -1.63641  5.25551  -0.17853
N  -0.96331  2.91511  -0.06083
N  -0.34861  3.16311  1.09867
C  -0.02111  2.04921  1.69197
O  -0.35701  0.95871  1.05137
C  0.68489  1.95311  2.95247
C  0.71849  0.69611  3.57417
C  1.37069  0.53161  4.77637
C  1.99289  1.61871  5.37467
C  1.97959  2.86411  4.75817
C  1.32999  3.04141  3.55227
H  -3.57931  1.08571  -3.69553
H  -2.29811  1.90301  -4.57833
H  -3.70071  2.82901  -4.02643
H  -2.87001  4.35641  -2.36713
H  -2.50481  5.78871  -0.55543
H  -0.73521  5.76221  -0.53743
H  -1.61091  5.28491  0.90967
H  0.24079  -0.14389  3.08737
H  1.39289  -0.43619  5.25147
H  2.50299  1.49771  6.31637
H  2.47889  3.69831  5.22697
H  1.34029  3.99791  3.05267
C  -4.64161  -2.48989  -2.01393
C  -5.02381  -1.48539  -0.93853
S  -3.77181  -0.18419  -0.59193
C  -3.19311  -0.57609  1.08927
C  -2.20781  -1.72839  1.19457
S  -0.65141  -1.53059  0.23417
C  -0.78361  -2.95029  -0.90743
C  -1.85601  -2.74439  -1.96303
S  -3.36671  -3.67579  -1.50023
H  -4.29241  -2.00239  -2.92213
H  -5.51541  -3.09619  -2.24863
H  -5.24661  -1.97089  0.00897
H  -5.90591  -0.94109  -1.27763
H  -4.07591  -0.80619  1.68897
H  -2.75431  0.36321  1.44937
H  -2.65891  -2.65839  0.84837
H  -1.91571  -1.84119  2.24237
H  -0.99281  -3.82809  -0.29453
H  0.20779  -3.07979  -1.34133
H  -1.53091  -3.10819  -2.93713
H  -2.13731  -1.68979  -2.04333
C  1.05309  -0.68619  -2.95763
C  1.67809  0.21861  -1.96703
N  1.04209  1.17961  -1.30263
C  1.99479  1.92631  -0.66183
C  3.21109  1.38071  -0.91093
N  3.00259  0.30071  -1.72713
C  3.96459  -0.76319  -1.97193
N  3.55829  -1.91899  -1.23573
N  2.81179  -2.88089  -1.82983
N  2.46099  -3.75319  -0.99103
C  2.95269  -3.42119  0.23567
C  2.86319  -4.06029  1.46987
C  3.44539  -3.42579  2.54057
C  4.09609  -2.19079  2.40937
C  4.21379  -1.54759  1.19557
C  3.64689  -2.19229  0.10467
H  -0.01691  -0.76249  -2.75963
H  1.51839  -1.67459  -2.95023
H  1.18799  -0.26289  -3.95743
H  1.76649  2.79571  -0.07343
H  4.18519  1.67071  -0.57653
H  4.94999  -0.42359  -1.63783
H  3.99759  -1.02929  -3.03433
H  2.37949  -5.01639  1.56117
H  3.41359  -3.88959  3.51277
H  4.52599  -1.73499  3.28737
H  4.72379  -0.60009  1.09717

Atom charges from the Löwdin analysis, given in e for atoms 1 to 5: V 0.946; C 0.031; C -0.351; O -0.209; C 0.063



Q: energy relative to the best compared isomer or geometry (same formula, charge and spin) of number 2 (C29H35N3O2P2PdSe2)?
A: 14.2 kcal/mol



Q: What is the net charge in the third record?
A: +2



Q: Which of these has the lowest energy relative to the best compared isomer or geometry (same formula, charge and spin)?
A: C29H35N3O2P2PdSe2